No. 1
{"formula": "C5H10O2", "method": "ωB97M-V with the def2-TZVPD basis set", "elements": ["C", "O", "C", "C", "O", "C", "C", "H", "H", "H", "H", "H", "H", "H", "H", "H", "H"], "coordinates": [[1.3469, 1.7893, 0.2838], [0.2444, 1.1113, -0.2672], [-0.0682, -1.3776, -0.9194], [0.3731, -1.7410, 0.4975], [-0.7803, -2.6666, 0.5373], [-1.0298, -2.2808, -0.7733], [-1.0461, 1.4710, 0.1101], [1.5489, 1.5188, 1.3332], [2.2259, 1.4778, -0.2984], [1.2380, 2.8736, 0.1820], [0.3516, -0.7846, -1.7216], [0.3110, -1.0314, 1.3405], [1.3279, -2.2819, 0.5101], [-1.8128, -2.7208, -1.3855], [-1.5441, 1.9424, -0.7470], [-1.6196, 0.5619, 0.3439], [-1.0665, 2.1388, 0.9740]], "mulliken_charge": [-0.782, -0.251, -0.162, -0.128, -0.413, -0.447, -0.725, 0.310, 0.246, 0.347, 0.343, 0.209, 0.223, 0.387, 0.225, 0.253, 0.366], "total_energy_ha": -346.8670, "charge": 0, "homo_lumo_gap_ev": 9.536, "molar_mass_g_mol": 102.1}


No. 2
{"formula": "C5H10O2", "method": "ωB97M-V with the def2-TZVPD basis set", "elements": ["C", "C", "C", "O", "C", "C", "O", "H", "H", "H", "H", "H", "H", "H", "H", "H", "H"], "coordinates": [[-1.8293, -1.0637, 0.9743], [-1.0835, -0.2306, -0.0422], [-0.6487, 1.1578, 0.4064], [0.4355, 1.4400, -0.4587], [0.9398, 0.1950, -0.9331], [2.3994, 0.0392, -0.5801], [0.1798, -0.8184, -0.3221], [-2.0485, -2.0553, 0.5684], [-2.7769, -0.5821, 1.2392], [-1.2260, -1.1828, 1.8796], [-1.6629, -0.1446, -0.9761], [-0.3187, 1.1356, 1.4567], [-1.4175, 1.9265, 0.2861], [0.7846, 0.1668, -2.0247], [2.5231, 0.1419, 0.5017], [2.7667, -0.9420, -0.8941], [2.9831, 0.8164, -1.0812]], "mulliken_charge": [-1.436, 0.506, -0.507, -0.365, 0.393, -1.305, -0.385, 0.345, 0.372, 0.340, 0.254, 0.291, 0.294, 0.231, 0.289, 0.337, 0.344], "total_energy_ha": -346.9801, "charge": 0, "homo_lumo_gap_ev": 10.853, "molar_mass_g_mol": 102.1}


No. 3
{"formula": "C5H10O2", "method": "ωB97M-V with the def2-TZVPD basis set", "elements": ["O", "C", "C", "C", "C", "O", "C", "H", "H", "H", "H", "H", "H", "H", "H", "H", "H"], "coordinates": [[-1.8872, 1.0780, 1.3955], [-0.4797, 1.2064, 1.3264], [0.0583, -0.0532, 0.6916], [-0.4721, -0.2595, -0.7346], [0.2682, -1.3934, -1.4308], [1.6540, -1.4314, -0.9754], [2.3032, -0.3638, -0.6011], [-2.2421, 1.8802, 1.7932], [-0.1904, 2.0833, 0.7208], [-0.0338, 1.3281, 2.3241], [-0.2051, -0.9252, 1.2989], [-1.5387, -0.5123, -0.6950], [-0.4018, 0.6703, -1.3131], [0.2334, -1.3327, -2.5241], [-0.1253, -2.3680, -1.1267], [1.8011, 0.5554, -1.0112], [1.1701, -0.0356, 0.7790]], "mulliken_charge": [-0.513, -0.592, -0.318, -0.775, -0.413, -0.181, -0.456, 0.302, 0.312, 0.334, 0.355, 0.388, 0.310, 0.300, 0.293, 0.214, 0.440], "total_energy_ha": -346.8494, "charge": 0, "homo_lumo_gap_ev": 9.178, "molar_mass_g_mol": 102.1}


No. 4
{"formula": "C5H10O2", "method": "ωB97M-V with the def2-TZVPD basis set", "elements": ["O", "C", "C", "C", "C", "O", "C", "H", "H", "H", "H", "H", "H", "H", "H", "H", "H"], "coordinates": [[-2.5007, -1.1838, 0.6888], [-1.7215, -0.0845, 0.2704], [-0.2104, -0.1455, 0.4031], [0.8537, -0.9569, -0.3440], [2.0827, -0.0193, -0.1634], [1.6142, 1.3235, -0.0965], [0.2384, 1.2361, -0.3053], [-3.3438, -0.8025, 0.9723], [-1.9458, 0.2112, -0.7618], [-1.9459, 0.7716, 0.9259], [-0.0198, -0.3589, 1.4771], [1.0986, -1.9621, 0.0115], [0.5760, -1.0183, -1.3985], [2.7840, -0.1128, -0.9967], [2.6095, -0.2071, 0.7804], [0.0681, 1.1132, -1.4032], [-0.2374, 2.1961, -0.0602]], "mulliken_charge": [-0.517, -0.773, 0.344, -0.655, -0.444, -0.397, -0.615, 0.342, 0.236, 0.351, 0.206, 0.342, 0.285, 0.292, 0.293, 0.300, 0.411], "total_energy_ha": -346.9334, "charge": 0, "homo_lumo_gap_ev": 10.215, "molar_mass_g_mol": 102.1}


No. 5
{"formula": "C5H10O2", "method": "ωB97M-V with the def2-TZVPD basis set", "elements": ["C", "C", "C", "O", "C", "C", "O", "H", "H", "H", "H", "H", "H", "H", "H", "H", "H"], "coordinates": [[-1.5215, -0.5649, -0.5265], [-0.6454, 0.1419, 0.4699], [0.6956, -0.7177, 0.7308], [0.9740, -2.0395, 0.2641], [1.4349, 0.2587, -0.2003], [0.3195, 1.2537, -0.0039], [-0.0043, 1.9725, -1.1578], [-1.9633, 0.1036, -1.2679], [-2.3127, -1.1072, 0.0093], [-0.8774, -1.3050, -1.0094], [-1.2379, 0.5042, 1.3419], [0.6301, -0.6255, 1.8016], [0.9256, -2.6971, 0.9726], [2.4761, 0.5907, -0.1080], [1.3157, -0.1758, -1.2035], [0.5801, 1.9160, 0.8399], [-0.7893, 2.4914, -0.9528]], "mulliken_charge": [-1.246, 0.025, -0.239, -0.531, -0.938, 0.175, -0.569, 0.289, 0.306, 0.315, 0.463, 0.362, 0.337, 0.354, 0.249, 0.321, 0.328], "total_energy_ha": -346.9306, "charge": 0, "homo_lumo_gap_ev": 10.305, "molar_mass_g_mol": 102.1}


No. 6
{"formula": "C5H10O2", "method": "ωB97M-V with the def2-TZVPD basis set", "elements": ["C", "C", "C", "O", "C", "C", "O", "H", "H", "H", "H", "H", "H", "H", "H", "H", "H"], "coordinates": [[-2.2076, 0.0627, -0.9415], [-0.8849, 0.5064, -0.3340], [-0.6123, 0.3635, 1.1456], [0.7648, 0.7414, 1.1080], [1.2767, 0.1864, -0.1242], [2.2807, -0.8817, 0.2056], [0.1716, -0.3106, -0.8358], [-2.2332, 0.1634, -2.0327], [-3.0616, 0.6164, -0.5391], [-2.3713, -1.0008, -0.7221], [-0.5136, 1.5614, -0.3942], [-0.7106, -0.6633, 1.5188], [-1.1941, 1.0601, 1.7569], [1.7184, 1.0010, -0.7200], [1.8262, -1.5805, 0.9125], [2.6085, -1.4206, -0.6864], [3.1422, -0.4052, 0.6825]], "mulliken_charge": [-1.332, 0.446, -0.493, -0.373, 0.373, -1.274, -0.414, 0.336, 0.363, 0.310, 0.257, 0.267, 0.317, 0.269, 0.270, 0.345, 0.334], "total_energy_ha": -346.9627, "charge": 0, "homo_lumo_gap_ev": 10.854, "molar_mass_g_mol": 102.1}


No. 7
{"formula": "C5H10O2", "method": "ωB97M-V with the def2-TZVPD basis set", "elements": ["C", "O", "C", "C", "C", "C", "O", "H", "H", "H", "H", "H", "H", "H", "H", "H", "H"], "coordinates": [[-0.4378, -1.1032, 2.1612], [-0.8157, -0.5103, 0.9385], [0.0245, 0.5427, 0.6072], [1.3893, 0.2082, 0.0777], [0.3329, 0.8009, -0.8295], [-0.2969, -0.0033, -1.9434], [-1.2027, 0.7794, -2.6957], [-0.3152, -0.3512, 2.9551], [0.5084, -1.6523, 2.0576], [-1.2362, -1.7951, 2.4450], [-0.0811, 1.3941, 1.2781], [2.2390, 0.8235, 0.3616], [1.6057, -0.8543, -0.0448], [0.4790, 1.8460, -1.0969], [0.4635, -0.3291, -2.6599], [-0.7812, -0.8988, -1.5290], [-1.8755, 1.1027, -2.0830]], "mulliken_charge": [-0.734, -0.351, -0.046, -0.760, -0.073, -0.575, -0.537, 0.310, 0.290, 0.232, 0.427, 0.260, 0.275, 0.389, 0.289, 0.292, 0.313], "total_energy_ha": -346.9300, "charge": 0, "homo_lumo_gap_ev": 10.773, "molar_mass_g_mol": 102.1}


No. 8
{"formula": "C5H10O2", "method": "ωB97M-V with the def2-TZVPD basis set", "elements": ["C", "C", "C", "O", "C", "C", "O", "H", "H", "H", "H", "H", "H", "H", "H", "H", "H"], "coordinates": [[0.1289, 0.8121, 2.3582], [0.5370, 1.4864, 1.0475], [-0.8055, -0.1343, -0.3097], [-1.7014, 0.2910, -1.0083], [0.5353, 0.5410, -0.1660], [-0.4706, -1.5912, -2.9797], [0.2161, -1.8707, -2.0257], [0.2242, 1.5070, 3.1984], [-0.9143, 0.4762, 2.3305], [0.7548, -0.0627, 2.5718], [-0.1448, 2.3197, 0.8390], [1.5396, 1.9179, 1.1501], [-0.9626, -1.0335, 0.3195], [-1.3123, -0.8812, -2.8928], [1.3097, -0.2275, -0.0562], [0.7311, 1.1091, -1.0818], [-0.2770, -2.0325, -3.9748]], "mulliken_charge": [-1.123, -0.416, -0.030, -0.547, -0.380, -0.061, -0.404, 0.345, 0.316, 0.293, 0.281, 0.316, 0.342, 0.197, 0.322, 0.280, 0.270], "total_energy_ha": -346.9490, "charge": 0, "homo_lumo_gap_ev": 10.376, "molar_mass_g_mol": 102.1}


No. 9
{"formula": "C5H10O2", "method": "ωB97M-V with the def2-TZVPD basis set", "elements": ["C", "O", "C", "C", "O", "C", "C", "H", "H", "H", "H", "H", "H", "H", "H", "H", "H"], "coordinates": [[-1.2026, -1.8227, -0.0925], [-0.1731, -1.1384, 0.5781], [0.7758, -0.4148, -0.1695], [0.3659, 0.1711, -1.5293], [0.1645, 1.4694, -0.9730], [0.8110, 1.0757, 0.2539], [0.0297, 1.4802, 1.4792], [-1.7434, -1.2159, -0.8320], [-0.8281, -2.7263, -0.5910], [-1.9184, -2.1021, 0.6823], [1.7324, -0.9517, -0.1541], [-0.5352, -0.2088, -2.0150], [1.1822, 0.1626, -2.2633], [1.8322, 1.4795, 0.2716], [0.6252, 1.3235, 2.3836], [-0.2394, 2.5390, 1.4160], [-0.8787, 0.8796, 1.5551]], "mulliken_charge": [-0.766, -0.383, 0.029, -0.505, -0.457, 0.296, -1.279, 0.322, 0.306, 0.261, 0.391, 0.278, 0.230, 0.342, 0.335, 0.334, 0.265], "total_energy_ha": -346.9255, "charge": 0, "homo_lumo_gap_ev": 10.761, "molar_mass_g_mol": 102.1}


No. 10
{"formula": "C5H10O2", "method": "ωB97M-V with the def2-TZVPD basis set", "elements": ["O", "C", "O", "C", "C", "C", "C", "H", "H", "H", "H", "H", "H", "H", "H", "H", "H"], "coordinates": [[-1.8211, 0.6821, -1.6337], [-1.7628, -0.2365, -0.7966], [-1.9032, -1.5908, -0.8595], [-1.2329, 0.0768, 0.6887], [0.2120, -0.2786, 1.0779], [1.2280, -0.2618, -0.2498], [1.6797, 1.0856, -0.5947], [-1.5870, -1.7999, 0.0260], [-1.5296, 1.1876, 0.6331], [-2.0290, -0.2549, 1.3750], [0.1946, -1.2949, 1.4180], [0.6086, 0.3299, 1.9351], [0.7259, -0.7568, -1.0492], [1.9655, -1.0830, -0.0944], [2.4793, 1.0971, -1.3754], [0.7498, 1.6959, -0.8489], [2.0219, 1.4022, 0.3484]], "mulliken_charge": [-0.539, 0.581, -0.458, -1.062, -0.557, -0.493, -0.980, 0.391, 0.281, 0.583, 0.318, 0.353, 0.352, 0.394, 0.328, 0.225, 0.283], "total_energy_ha": -346.9451, "charge": 0, "homo_lumo_gap_ev": 10.943, "molar_mass_g_mol": 102.1}